[1]
C35H45N8O10SeSr as an isolated structure. Source: the OMol25 dataset; level of theory: wB97M-V/def2-TZVPD.

```
100
Properties=species:S:1:pos:R:3
Sr -0.62 1.07 1.27
O -0.09 -2.41 3.80
C 0.01 -1.33 3.22
O -0.91 -0.47 3.02
C 1.41 -0.91 2.71
C 2.53 -1.71 2.80
C 3.74 -1.19 2.34
C 3.80 0.09 1.81
C 2.62 0.81 1.72
N 1.48 0.31 2.18
C 2.51 2.23 1.12
O 3.55 2.82 0.86
O 1.31 2.64 0.97
H 2.44 -2.70 3.23
H 4.64 -1.79 2.40
H 4.72 0.53 1.45
O -3.00 0.64 0.93
C -3.49 -0.47 0.78
C -2.81 -1.74 0.57
C -3.64 -2.86 0.61
C -3.12 -4.13 0.57
C -1.72 -4.32 0.58
C -0.89 -3.25 0.53
C -1.38 -1.91 0.41
O -0.60 -0.95 0.15
N -4.00 -5.27 0.55
O -3.51 -6.39 0.52
O -5.21 -5.07 0.55
H -4.59 -0.57 0.84
H -4.72 -2.73 0.68
H -1.34 -5.33 0.63
H 0.19 -3.38 0.56
N -2.26 3.99 -1.63
C -1.15 3.28 -1.19
N 0.02 3.96 -1.13
O -1.26 2.10 -0.89
H -2.11 4.80 -2.20
H -3.04 3.41 -1.87
H -0.01 4.96 -1.15
H 0.72 3.54 -0.50
C -2.40 1.81 4.63
N -2.01 3.22 4.57
C -1.55 3.79 5.82
C -1.58 3.68 3.36
O -1.39 2.93 2.40
N -1.37 5.04 3.25
C -2.34 5.98 3.76
C -0.66 5.47 2.06
H -2.96 1.66 5.56
H -1.54 1.14 4.61
H -3.03 1.55 3.78
H -0.82 3.12 6.28
H -2.38 3.93 6.51
H -1.07 4.75 5.64
H -3.00 5.49 4.48
H -2.96 6.37 2.94
H -1.85 6.82 4.25
H 0.07 4.71 1.76
H -0.13 6.40 2.28
H -1.35 5.64 1.22
C 5.65 -1.64 -2.22
C 4.58 -2.55 -2.81
C 3.88 -3.39 -1.74
C 2.89 -2.59 -0.90
N 1.71 -2.20 -1.64
C 1.37 -0.92 -2.00
Se 2.45 0.55 -1.81
N 0.11 -0.97 -2.49
C -0.69 0.17 -2.92
C -0.87 0.21 -4.43
C 0.41 0.55 -5.18
C 0.78 2.02 -5.06
C -0.37 -2.27 -2.43
C -1.61 -2.81 -2.74
C -1.78 -4.17 -2.53
C -0.74 -4.96 -2.03
C 0.49 -4.41 -1.71
C 0.65 -3.05 -1.91
H 6.20 -1.12 -3.01
H 6.37 -2.21 -1.63
H 5.21 -0.87 -1.59
H 5.03 -3.22 -3.55
H 3.84 -1.95 -3.33
H 4.62 -3.82 -1.06
H 3.35 -4.23 -2.20
H 3.34 -1.66 -0.53
H 2.55 -3.16 -0.03
H -0.17 1.05 -2.55
H -1.64 0.11 -2.39
H -1.64 0.95 -4.65
H -1.26 -0.76 -4.77
H 0.30 0.28 -6.24
H 1.23 -0.06 -4.79
H -0.04 2.66 -5.40
H 1.66 2.26 -5.67
H 1.02 2.28 -4.03
H -2.42 -2.19 -3.10
H -2.74 -4.63 -2.74
H -0.91 -6.02 -1.86
H 1.28 -5.02 -1.29
```

Summary:
* energy: -135611.3875 eV
* charge: -1

[2]
An isolated ion of composition C8H10N3 and charge +1. Source: the OMol25 dataset; level of theory: wB97M-V/def2-TZVPD.

```
21
Properties=species:S:1:pos:R:3
C -2.64 0.57 0.03
N -1.45 -0.31 0.30
C -1.80 -1.74 0.79
C -0.17 0.01 0.06
C 0.35 1.32 0.05
C 1.71 1.58 0.01
N 2.51 0.54 -0.26
C 3.70 0.94 -0.66
N 4.69 1.19 -1.15
C 2.09 -0.74 -0.45
C 0.74 -1.01 -0.32
H -2.68 1.30 0.86
H -2.54 1.23 -0.88
H -3.58 -0.03 -0.09
H -2.42 -2.31 0.09
H -1.01 -2.48 1.13
H -2.30 -1.45 1.73
H -0.29 2.21 0.04
H 2.02 2.60 0.04
H 2.76 -1.49 -0.75
H 0.30 -1.92 -0.57
```

Summary:
* SMILES: CN(C)c1cc[n+](C#N)cc1
* energy: -12919.5135 eV
* charge: +1

[3]
A 2-piece molecular cluster, C2H6F2Si overall. Source: the OMol25 dataset; level of theory: wB97M-V/def2-TZVPD.

```
11
Properties=species:S:1:pos:R:3
C -0.16 -1.35 1.05
C 0.53 0.69 -1.35
F 0.76 -0.58 -1.74
F -0.52 1.02 -2.14
Si -0.29 0.50 0.50
H -1.24 -1.40 0.92
H 0.35 -2.00 0.30
H 0.18 -1.47 2.11
H 1.30 1.42 -1.66
H -1.55 1.11 0.78
H 0.64 2.05 1.24
```

Summary:
* energy: -15481.3869 eV
* charge: 0

[4]
C5H6N as an isolated structure. Source: the OMol25 dataset; level of theory: wB97M-V/def2-TZVPD.

```
12
Properties=species:S:1:pos:R:3
C 1.56 0.47 -0.03
C -0.11 -1.26 0.50
C -0.73 -0.52 -0.67
C 0.77 -0.59 -0.42
C 0.06 0.15 1.05
N -1.02 0.68 0.14
H 2.56 0.41 0.34
H 1.27 1.34 -0.54
H -0.52 -2.23 0.87
H -1.17 -0.76 -1.56
H -0.74 1.63 -0.33
H -1.93 0.68 0.64
```

Summary:
* energy: -6758.4040 eV
* charge: +1

[5]
A 2-piece molecular cluster, Br3H3Si2 overall. Source: the OMol25 dataset; level of theory: wB97M-V/def2-TZVPD.

```
8
Properties=species:S:1:pos:R:3
Si 1.87 -0.27 -0.17
Si -3.06 0.10 -0.27
Br 0.97 -0.57 -2.10
Br -2.73 2.18 0.59
Br -2.46 -1.05 1.58
H 2.56 1.08 -0.40
H 0.63 0.13 0.55
H 2.22 -1.61 0.22
```

Summary:
* energy: -225932.8351 eV
* charge: 0

[6]
A 7-piece molecular cluster, C8H27F3NO7 overall. Source: the OMol25 dataset; level of theory: wB97M-V/def2-TZVPD.

```
46
Properties=species:S:1:pos:R:3
N -0.44 -0.17 0.69
H -0.28 -1.13 0.92
H 0.27 0.51 0.92
H -1.37 0.16 0.89
H -0.37 -0.17 -0.32
O -3.12 0.18 1.01
H -3.43 0.80 0.32
C 0.26 -3.51 0.86
O 1.17 -2.48 0.59
O -0.96 -2.86 1.11
C 0.45 -4.67 -0.14
F -0.50 -5.59 -0.17
F 0.55 -4.26 -1.39
F 1.56 -5.42 0.14
C 2.57 -2.48 0.98
C 3.45 -1.37 0.26
H 3.25 -0.37 0.66
H 4.51 -1.58 0.39
H 3.15 -1.31 -0.78
H 3.05 -3.43 0.74
H 2.58 -2.23 2.05
H 0.47 -3.85 1.87
C 1.69 1.98 2.69
O 1.42 1.88 1.26
H 2.52 1.30 2.91
H 1.98 2.98 3.04
H 0.83 1.52 3.16
H 2.16 2.28 0.79
C 0.75 0.57 -2.56
O -0.11 -0.38 -1.92
H 0.09 1.04 -3.29
H 1.02 1.36 -1.85
H 1.72 0.28 -2.96
H -0.66 -0.81 -2.58
C -3.33 1.43 -2.35
O -3.38 2.83 -2.54
H -3.70 0.91 -3.23
H -2.29 1.24 -2.11
H -3.90 1.06 -1.49
H -2.59 3.08 -3.01
C -1.84 3.37 0.38
O -2.09 3.13 1.77
H -1.85 4.43 0.14
H -0.88 2.98 0.07
H -2.64 2.89 -0.19
H -1.74 3.87 2.27
```

Summary:
* energy: -32705.0095 eV
* charge: -1

Number 1: LUMO level 2.1 eV, frontier orbital gap 6.918 eV. Number 2: LUMO level -4.6 eV, frontier orbital gap 8.726 eV. Number 3: LUMO level 0.7 eV, frontier orbital gap 10.527 eV. Number 4: LUMO level -4.4 eV, frontier orbital gap 10.089 eV. Number 5: LUMO level -1.1 eV, frontier orbital gap 8.521 eV. Number 6: LUMO level 2.1 eV, frontier orbital gap 5.137 eV.